No. 1
# C4H9NO

One molecule with the formula C4H9NO (ωB97M-V/def2-TZVPD, the OMol25 dataset).

Last column: Löwdin charge in e.
Atoms and positions in Å:
C: 2.272 0.582 0.737  -0.132
C: 1.734 0.145 -0.572  -0.218
N: 0.475 -0.286 -0.625  0.001
C: -0.469 -0.376 0.312  -0.220
O: -1.602 -1.081 -0.029  -0.165
C: -2.730 -0.265 -0.304  -0.109
H: 2.178 -0.218 1.494  0.076
H: 3.329 0.847 0.657  0.068
H: 1.731 1.454 1.146  0.076
H: 0.144 -0.608 -1.530  0.169
H: 2.276 0.194 -1.504  0.089
H: -0.238 -0.203 1.355  0.112
H: -3.592 -0.930 -0.400  0.085
H: -2.597 0.291 -1.242  0.084
H: -2.912 0.454 0.505  0.085

Values from the calculation:
**LUMO**: 0.0363 Eh
**Spin multiplicity**: 1
**HOMO energy**: -0.233 Eh
**DFT total energy**: -7828.726 eV
**Frontier orbital gap**: 0.269 hartree
**Relative energy (zero: lowest compared OMol25 entry of this formula, charge and spin)**: 346.73 kJ/mol
**F_max**: 0.0067 hartree/bohr

No. 2
# C4H7NO2S

An isolated ion of composition C4H7NO2S and charge -2 in a non-equilibrium geometry (ωB97M-V/def2-TZVPD, the OMol25 dataset).

Last column: Löwdin charge in e.
Atoms and positions in Å:
O: 1.349 -0.329 -1.619  -0.056
C: 0.872 -0.460 -0.479  -0.535
N: 1.410 -1.325 0.391  0.075
C: 1.096 -1.751 1.825  -0.537
O: 2.083 -1.481 2.669  -0.358
C: -0.260 0.446 -0.021  -0.243
C: -1.513 0.469 -0.888  -0.729
S: -2.372 2.134 -0.899  -0.065
H: 2.105 -1.933 -0.020  0.109
H: 0.919 -2.852 1.769  0.068
H: 0.136 -1.224 2.026  0.072
H: -0.461 0.334 1.041  0.080
H: 0.187 1.439 0.024  0.084
H: -1.276 0.330 -1.935  0.015
H: -2.242 -0.214 -0.442  0.020

Values from the calculation:
**LUMO**: 0.2241 Eh
**Spin multiplicity**: 1
**HOMO energy**: 0.007 Eh
**Charge**: -2
**DFT total energy**: -20680.581 eV
**Frontier orbital gap**: 0.217 hartree
**Relative energy (zero: lowest compared OMol25 entry of this formula, charge and spin)**: 172.43 kJ/mol
**F_max**: 0.0286 hartree/bohr

No. 3
# C6H12O

A 2-piece molecular cluster, C6H12O overall (ωB97M-V/def2-TZVPD, the OMol25 dataset).

Last column: Löwdin charge in e.
Atoms and positions in Å:
C: 1.493 0.211 -2.251  -0.120
C: 1.142 0.339 -0.770  -0.274
C: -0.364 0.453 -0.505  -0.209
C: -0.668 0.800 0.949  -0.277
C: -1.827 0.313 1.765  -0.036
C: -0.653 -0.118 2.122  -0.058
O: -0.711 -2.271 1.228  -0.060
H: 1.024 -0.673 -2.699  0.072
H: 1.149 1.087 -2.813  0.072
H: 2.575 0.125 -2.400  0.069
H: 1.643 1.223 -0.351  0.110
H: 1.549 -0.519 -0.216  0.105
H: -0.878 -0.462 -0.835  0.108
H: -0.774 1.260 -1.130  0.115
H: -0.285 1.793 1.195  0.120
H: -1.486 -1.697 1.100  0.025
H: -2.787 0.574 2.169  0.094
H: -0.017 -0.516 2.894  0.114
H: -0.108 -2.004 0.524  0.029

Values from the calculation:
**LUMO**: 0.0401 Eh
**Spin multiplicity**: 1
**HOMO energy**: -0.333 Eh
**DFT total energy**: -8460.953 eV
**Frontier orbital gap**: 0.373 hartree
**Relative energy (zero: lowest compared OMol25 entry of this formula, charge and spin)**: 328.11 kJ/mol
**F_max**: 0.0194 hartree/bohr

No. 4
# C21H53F4NbO12P3S

C21H53F4NbO12P3S as an isolated structure in a non-equilibrium geometry (ωB97M-V/def2-TZVPD, the OMol25 dataset).

Last column: Löwdin charge in e.
Atoms and positions in Å:
C: 6.628 0.251 2.874  -0.118
C: 5.657 1.010 1.958  -0.267
C: 5.572 2.532 2.152  -0.235
C: 5.756 3.055 3.573  -0.249
C: 4.867 2.437 4.646  -0.310
C: 3.376 2.831 4.553  -0.360
Nb: 1.915 1.256 3.817  1.289
S: 1.020 0.522 5.996  0.222
C: 0.761 -0.012 2.393  -0.510
C: -0.054 0.728 1.303  -0.156
C: -0.117 -1.025 3.138  -0.328
C: 0.624 -2.209 3.789  -0.141
C: 0.328 3.042 3.712  -0.493
F: 0.549 3.817 4.852  -0.064
F: -0.979 2.590 3.842  -0.046
C: 0.377 4.045 2.530  -0.351
F: -0.700 3.890 1.703  0.032
F: 0.358 5.359 2.946  0.018
H: 7.328 0.901 3.394  0.058
H: 6.086 -0.367 3.587  0.056
H: 7.228 -0.446 2.286  0.055
H: 6.001 0.854 0.933  0.088
H: 4.664 0.571 1.997  0.046
H: 4.613 2.879 1.768  0.073
H: 6.339 2.994 1.522  0.096
H: 6.801 2.945 3.874  0.089
H: 5.564 4.132 3.566  0.101
H: 4.990 1.357 4.710  0.054
H: 5.235 2.830 5.602  0.092
H: 3.302 3.728 3.932  0.031
H: 3.001 3.112 5.540  0.024
H: 3.226 -0.043 3.864  -0.089
H: 2.633 1.815 2.253  -0.050
H: 1.665 1.305 6.867  -0.277
H: 1.504 -0.583 1.829  0.067
H: -1.043 0.988 1.675  0.063
H: 0.480 1.611 0.967  0.035
H: -0.159 0.070 0.441  0.048
H: -0.782 -0.530 3.848  0.051
H: -0.759 -1.454 2.359  0.103
H: 0.495 -2.242 4.865  0.027
H: 1.697 -2.113 3.612  0.041
H: 0.334 -3.155 3.339  0.062
H: 1.288 3.913 1.948  0.117
C: -3.134 1.355 -4.854  -0.093
O: -2.376 1.288 -3.648  -0.217
P: -0.979 0.585 -3.236  0.451
O: -1.215 0.052 -1.903  -0.215
O: -0.103 1.946 -3.255  -0.226
C: -0.124 2.819 -4.371  -0.127
O: 0.209 -0.349 -3.820  -0.209
C: 0.602 -0.692 -5.142  -0.100
H: -4.176 1.145 -4.624  0.089
H: -3.055 2.367 -5.256  0.081
H: -2.803 0.649 -5.615  0.081
H: -0.802 3.652 -4.179  0.090
H: -0.435 2.322 -5.296  0.073
H: 0.884 3.206 -4.511  0.089
H: 0.902 0.206 -5.689  0.079
H: -0.184 -1.212 -5.694  0.079
H: 1.462 -1.352 -5.057  0.088
C: -2.722 -0.813 -11.539  -0.086
O: -2.833 -0.616 -10.116  -0.205
P: -3.073 -1.774 -9.028  0.394
O: -4.021 -1.208 -8.074  -0.231
O: -1.586 -1.843 -8.437  -0.231
C: -0.444 -1.993 -9.274  -0.108
O: -3.392 -3.348 -8.995  -0.196
C: -3.109 -4.262 -10.067  -0.091
H: -3.371 -0.091 -12.029  0.090
H: -1.693 -0.639 -11.852  0.086
H: -3.022 -1.815 -11.850  0.073
H: 0.014 -1.018 -9.448  0.092
H: -0.681 -2.449 -10.239  0.070
H: 0.265 -2.634 -8.754  0.092
H: -2.035 -4.356 -10.235  0.081
H: -3.602 -3.960 -10.992  0.078
H: -3.501 -5.229 -9.766  0.091
C: -5.127 -3.446 5.589  -0.087
O: -3.857 -3.878 6.098  -0.201
P: -2.492 -3.058 6.029  0.378
O: -1.333 -3.857 5.695  -0.204
O: -2.392 -2.633 7.594  -0.220
C: -3.511 -2.195 8.335  -0.126
O: -2.410 -1.634 5.358  -0.199
C: -3.465 -0.726 5.014  -0.068
H: -5.550 -4.259 5.002  0.091
H: -5.792 -3.224 6.423  0.088
H: -5.051 -2.570 4.956  0.051
H: -3.911 -3.017 8.934  0.088
H: -4.314 -1.802 7.708  0.062
H: -3.182 -1.398 9.001  0.091
H: -3.982 -0.367 5.904  0.090
H: -4.175 -1.178 4.325  0.071
H: -2.990 0.115 4.518  0.093

Values from the calculation:
**LUMO**: 0.0352 Eh
**Spin multiplicity**: 1
**HOMO energy**: -0.158 Eh
**Charge**: -1
**DFT total energy**: -98327.928 eV
**Frontier orbital gap**: 0.193 hartree
**F_max**: 0.0877 hartree/bohr

No. 5
# C3H7NO

A 2-piece molecular cluster, C3H7NO overall in a non-equilibrium geometry (ωB97M-V/def2-TZVPD, the OMol25 dataset).

Last column: Löwdin charge in e.
Atoms and positions in Å:
O: 2.022 0.564 0.294  -0.077
C: 1.216 -0.372 -0.275  -0.201
C: -0.225 -0.123 -0.621  -0.347
C: -1.299 -0.112 0.393  -0.171
N: -0.787 1.135 -0.137  0.033
H: 1.595 0.400 1.165  0.054
H: 0.936 -0.931 1.288  0.171
H: 1.730 -0.804 -1.174  0.123
H: -0.508 -0.491 -1.608  0.133
H: -0.986 -0.337 1.415  0.081
H: -2.286 -0.458 0.094  0.105
H: -1.410 1.529 -0.834  0.096

Values from the calculation:
**LUMO**: 0.0104 Eh
**Spin multiplicity**: 1
**HOMO energy**: -0.336 Eh
**DFT total energy**: -6757.101 eV
**Frontier orbital gap**: 0.347 hartree
**Relative energy (zero: lowest compared OMol25 entry of this formula, charge and spin)**: 545.13 kJ/mol
**F_max**: 0.0634 hartree/bohr

No. 6
# C5H8O

One molecule with the formula C5H8O (ωB97M-V/def2-TZVPD, the OMol25 dataset).

Last column: Löwdin charge in e.
Atoms and positions in Å:
C: -0.952 1.386 0.523  -0.004
C: 0.607 -0.949 1.171  -0.292
C: 0.082 -1.228 -0.229  -0.175
C: 0.252 -0.020 -1.167  -0.201
C: -0.103 1.289 -0.496  -0.178
O: 1.615 -0.322 1.397  0.052
H: -1.463 0.505 0.905  0.060
H: -1.110 2.313 1.066  0.062
H: -0.004 -1.349 2.011  0.122
H: 0.632 -2.088 -0.636  0.121
H: -0.966 -1.544 -0.155  0.108
H: 1.291 0.043 -1.508  0.110
H: -0.352 -0.197 -2.073  0.114
H: 0.470 2.161 -0.808  0.101

Values from the calculation:
**LUMO**: 0.0391 Eh
**Spin multiplicity**: 1
**HOMO energy**: -0.353 Eh
**DFT total energy**: -7360.933 eV
**Frontier orbital gap**: 0.392 hartree
**Relative energy (zero: lowest compared OMol25 entry of this formula, charge and spin)**: 127.57 kJ/mol
**F_max**: 0.0132 hartree/bohr

No. 7
# C11H8N2O5

One molecule with the formula C11H8N2O5 in a non-equilibrium geometry (ωB97M-V/def2-TZVPD, the OMol25 dataset).

Last column: Löwdin charge in e.
Atoms and positions in Å:
O: -0.568 3.756 -0.322  0.085
O: 3.147 3.208 1.653  0.061
O: -1.189 -4.612 0.333  -0.003
O: 2.065 0.868 -1.488  0.038
O: 1.230 -0.625 0.149  0.103
C: 0.302 2.951 -0.045  -0.423
C: 2.399 2.618 0.871  -0.449
C: -1.130 0.909 -0.306  0.112
C: 0.101 1.510 -0.232  0.000
C: -2.498 -2.488 -0.177  -0.019
C: -0.124 -2.619 0.056  0.061
C: -2.383 -1.167 -0.439  -0.042
C: -1.332 -3.201 0.112  -0.271
C: 0.000 -1.211 -0.071  -0.148
C: -1.174 -0.535 -0.323  -0.165
N: 1.330 3.414 0.689  0.190
N: 2.317 1.233 0.653  0.195
C: 1.397 0.727 -0.205  -0.525
H: -2.052 -5.075 0.580  0.135
H: 1.558 0.415 -2.247  0.152
H: -1.996 1.459 -0.188  0.114
H: -3.543 -2.896 -0.254  0.138
H: 0.816 -3.180 0.273  0.156
H: -3.275 -0.632 -0.428  0.109
H: 1.365 4.435 0.619  0.194
H: 3.235 0.738 0.735  0.202

Values from the calculation:
**LUMO**: -0.0135 Eh
**Spin multiplicity**: 1
**HOMO energy**: -0.328 Eh
**DFT total energy**: -24753.516 eV
**Frontier orbital gap**: 0.315 hartree
**Relative energy (zero: lowest compared OMol25 entry of this formula, charge and spin)**: 161.64 kJ/mol
**F_max**: 0.1002 hartree/bohr

No. 8
# C5H11O2

A 2-piece molecular cluster, C5H11O2 overall in a non-equilibrium geometry (ωB97M-V/def2-TZVPD, the OMol25 dataset).

Last column: Löwdin charge in e.
Atoms and positions in Å:
C: 2.145 2.245 0.227  -0.169
C: 1.489 0.877 -0.122  -0.147
H: 2.812 2.167 1.072  0.044
H: 2.705 2.719 -0.587  0.049
H: 1.435 3.050 0.428  0.052
H: 1.834 0.452 -1.069  0.073
H: 0.455 1.167 -0.222  0.040
H: 1.626 0.176 0.687  0.064
C: -1.332 -0.889 0.393  -0.197
C: -1.717 -0.726 -1.086  -0.148
C: -1.158 -2.419 0.885  -0.754
O: -0.907 -3.215 -0.034  -0.087
O: -1.322 -2.563 2.112  -0.103
H: -0.356 -0.433 0.598  0.041
H: -2.126 -0.456 0.987  0.080
H: -2.714 -1.172 -1.139  0.061
H: -1.123 -1.316 -1.777  0.054
H: -1.747 0.335 -1.354  0.046

Values from the calculation:
**LUMO**: 0.1266 Eh
**Spin multiplicity**: 1
**HOMO energy**: -0.133 Eh
**Charge**: -1
**DFT total energy**: -9459.371 eV
**Frontier orbital gap**: 0.260 hartree
**Relative energy (zero: lowest compared OMol25 entry of this formula, charge and spin)**: 63.49 kJ/mol
**F_max**: 0.0387 hartree/bohr